# 1
A molecular structure, C8H19NO at a distorted geometry. Source: OMol25; level of theory: the ωB97M-V functional and the def2-TZVPD basis.

Computed properties:
- Frontier orbital gap: 0.291 Eh
- Relative energy (zero: lowest compared OMol25 entry of this formula, charge and spin): 127.2 kcal/mol
- Electronic energy: -12137.0960 eV
- Multiplicity: 1

Last column: natural (NBO) charge in e.
Geometry (Å):
1 C -0.1560 -1.6181 -0.6757  -0.291
2 C 2.0936 -0.4214 -1.2391  -0.683
3 C -1.4037 -1.5093 0.1995  -0.599
4 C -0.5279 -1.7222 -2.1565  -0.607
5 C 0.8952 -0.5506 -0.3137  0.478
6 O 1.2203 -0.5943 0.9524  -0.714
7 H 0.3496 -2.5556 -0.4056  0.204
8 H 2.7650 0.3476 -0.8596  0.219
9 H 1.8179 -0.1747 -2.2617  0.216
10 H 2.6341 -1.3726 -1.2436  0.216
11 H -1.1283 -1.4589 1.2509  0.218
12 H -1.9663 -0.6097 -0.0518  0.200
13 H -2.0499 -2.3751 0.0495  0.207
14 H -1.1632 -2.5964 -2.3078  0.212
15 H 0.3463 -1.8464 -2.7949  0.210
16 H -1.0879 -0.8519 -2.4984  0.206
17 C -1.4456 1.6605 1.9611  -0.463
18 C 0.8867 1.6691 2.1507  -0.351
19 C -0.0085 1.3000 -0.8615  -0.695
20 N -0.1631 2.1152 1.4725  -0.222
21 H -1.7988 2.4046 2.6857  0.222
22 H -1.4239 0.6771 2.4522  0.193
23 H -2.1612 1.6191 1.1395  0.210
24 H 0.7429 1.2334 3.1475  0.196
25 H 1.8005 2.2510 2.0352  0.218
26 H 1.2154 0.4684 1.5211  0.438
27 H 0.8117 2.0060 -0.8641  0.195
28 H -0.0995 0.8177 -1.8270  0.177
29 H -0.9955 1.6875 -0.6570  0.190

Atomic forces in eV per Å
C 0.155 0.049 0.130
C -0.180 -0.156 0.066
C 0.205 0.026 -0.093
C 0.074 0.023 0.142
C -1.562 2.467 -1.675
O 0.502 1.721 2.851
H -0.003 -0.048 0.004
H -0.005 0.005 0.023
H -0.014 -0.002 -0.012
H 0.040 -0.006 -0.010
H -0.010 -0.027 0.036
H -0.036 0.040 -0.046
H -0.018 0.003 0.005
H -0.012 -0.004 0.024
H 0.018 0.033 -0.007
H -0.002 0.013 0.002
C -0.186 -0.197 -0.005
C -1.794 2.406 0.304
C 0.846 -2.565 -0.764
N 1.662 -0.800 1.450
H 0.022 -0.053 -0.107
H 0.123 0.172 -0.027
H 0.011 0.069 0.065
H -0.017 -0.431 -0.228
H 0.145 -0.313 -0.366
H -0.063 -2.939 -1.963
H -0.161 0.174 0.094
H 0.171 0.245 -0.403
H 0.089 0.097 0.512



# 2
3 unconnected molecules or ions with the total composition C3H13NO2S at a distorted geometry. Source: OMol25; level of theory: the ωB97M-V functional and the def2-TZVPD basis.

Computed properties:
- Frontier orbital gap: 0.343 Eh
- Relative energy (zero: lowest compared OMol25 entry of this formula, charge and spin): 27.5 kcal/mol
- Electronic energy: -19741.2488 eV
- Multiplicity: 1

Last column: natural (NBO) charge in e.
Geometry (Å):
1 C -0.8154 1.6677 0.3501  -0.632
2 C -0.9059 0.1683 -0.0285  -0.059
3 N -2.2980 -0.0207 -0.5006  -0.856
4 C -0.4601 -0.7217 1.1130  -0.521
5 S -0.7348 -2.5225 0.8245  -0.072
6 H 0.2175 2.0303 0.6271  0.219
7 H -0.9874 2.3107 -0.5787  0.217
8 H -1.4227 1.8881 1.2222  0.203
9 H -0.2230 0.0609 -0.9505  0.184
10 H -2.4547 0.4109 -1.4337  0.367
11 H -2.9685 0.3965 0.1402  0.357
12 H -1.2176 -0.5427 1.9305  0.218
13 H 0.5764 -0.4184 1.3554  0.231
14 H -1.3048 -2.4722 -0.4202  0.143
15 O 3.0481 1.2355 0.1806  -0.918
16 H 2.5946 0.6099 0.5865  0.451
17 H 3.4492 0.6794 -0.5036  0.469
18 O 2.0149 -1.2882 -1.0788  -0.961
19 H 2.6870 -1.9866 -1.3470  0.483
20 H 1.2053 -1.4852 -1.4887  0.477

Atomic forces in eV per Å
C 2.310 0.914 -0.827
C 0.089 1.875 -2.097
N 0.090 -0.673 -0.766
C -1.776 0.050 0.216
S 0.373 0.045 -0.652
H -0.686 -0.752 -0.065
H -0.503 -0.849 1.401
H -0.525 0.226 -0.220
H -0.944 -0.208 1.362
H 0.350 -0.405 1.146
H 0.205 -0.056 -0.056
H 1.308 0.247 -0.347
H -0.627 -0.671 0.180
H 0.258 0.277 0.710
O 3.507 3.727 -3.220
H -3.648 -4.261 3.378
H 0.074 0.581 -0.182
O 3.330 -0.585 0.474
H -1.625 1.243 0.438
H -1.560 -0.724 -0.873



# 3
A molecular structure, C38H49BrCl5InOP2Sb. Source: OMol25; level of theory: the ωB97M-V functional and the def2-TZVPD basis.

Computed properties:
- Total charge: +1
- Frontier orbital gap: 0.306 Eh
- Relative energy (zero: lowest compared OMol25 entry of this formula, charge and spin): 2.0 kcal/mol
- Electronic energy: -205187.8893 eV
- Multiplicity: 1

Last column: Mulliken charge in e.
Geometry (Å):
1 In -0.3196 -0.8340 0.1096  0.218
2 Br -0.6200 -3.3312 -1.6638  -0.008
3 C 1.2500 -3.3889 -2.0270  0.566
4 C 1.6888 -4.3923 -2.8389  -0.638
5 C 3.0588 -4.5033 -3.1336  -0.873
6 C 3.9379 -3.5984 -2.6165  -0.892
7 C 3.4956 -2.5422 -1.7861  0.783
8 C 4.4216 -1.6021 -1.2779  -1.348
9 C 4.0116 -0.5787 -0.4751  -0.821
10 C 2.6471 -0.4633 -0.1517  0.375
11 C 1.7058 -1.3450 -0.6156  0.571
12 C 2.1088 -2.4148 -1.4558  -0.050
13 H 0.9853 -5.1013 -3.2537  0.513
14 H 3.4030 -5.3109 -3.7649  0.405
15 H 4.9961 -3.6714 -2.8357  0.453
16 H 5.4653 -1.7144 -1.5456  0.410
17 H 4.7236 0.1398 -0.0873  0.582
18 H 2.3226 0.3423 0.4957  -0.950
19 C 1.9665 1.0953 -3.4443  -1.864
20 P 0.2343 1.0518 -2.8172  2.049
21 C -0.4159 2.5017 -3.7684  -1.409
22 C -0.5342 -0.2847 -3.8242  -0.021
23 C 0.0375 -0.6695 -5.0360  -0.948
24 C -0.6039 -1.5601 -5.8797  -0.943
25 C -1.8465 -2.0643 -5.5344  -0.990
26 C -2.4200 -1.7106 -4.3260  -1.004
27 C -1.7704 -0.8509 -3.4427  0.340
28 P -2.5050 -0.4529 -1.8025  1.552
29 C -3.7604 0.7821 -2.3421  -1.339
30 C -3.6523 -1.8378 -1.4165  -1.339
31 H 2.4352 0.1145 -3.3642  0.375
32 H 2.5292 1.7904 -2.8195  0.364
33 H 2.0013 1.4473 -4.4753  0.574
34 H -0.3101 2.3178 -4.8375  0.508
35 H 0.1617 3.3865 -3.4954  0.447
36 H -1.4637 2.6875 -3.5392  0.237
37 H 0.9936 -0.2641 -5.3398  0.334
38 H -0.1410 -1.8428 -6.8162  0.453
39 H -2.3678 -2.7369 -6.2029  0.445
40 H -3.3816 -2.1344 -4.0671  0.278
41 H -4.4419 0.2888 -3.0352  0.496
42 H -3.2898 1.6221 -2.8486  0.312
43 H -4.3184 1.1468 -1.4801  0.404
44 H -4.0912 -2.2672 -2.3148  0.568
45 H -4.4570 -1.4331 -0.8025  0.411
46 H -3.1538 -2.6239 -0.8514  0.175
47 Cl -0.1255 -3.8031 1.6083  -0.052
48 C -1.5584 -2.9664 2.0729  0.920
49 C -1.8206 -1.7140 1.5162  -1.133
50 C -2.9904 -1.0778 1.9280  0.981
51 Cl -3.3275 0.5213 1.3811  -0.109
52 C -3.8880 -1.6652 2.8151  0.127
53 Cl -5.3268 -0.8451 3.2684  -0.182
54 C -3.5948 -2.9164 3.3498  0.279
55 Cl -4.6757 -3.6475 4.4625  -0.179
56 C -2.4188 -3.5661 2.9883  0.102
57 Cl -2.0283 -5.0926 3.6745  -0.177
58 C 2.6503 1.8652 2.9722  -1.337
59 C 1.8645 2.7683 2.0287  0.427
60 C 2.6866 3.1628 0.8047  -1.309
61 Sb -0.0645 1.8735 1.4560  -0.458
62 C -1.2682 2.3914 3.2254  0.512
63 C -0.7055 3.5929 3.9752  -1.586
64 C -1.4376 1.2080 4.1740  -1.230
65 C -0.6791 3.4880 0.1026  1.056
66 C -0.5913 4.8929 0.6826  -1.834
67 C -2.0763 3.1978 -0.4295  -1.161
68 H 3.5920 2.3456 3.2530  0.534
69 H 2.8930 0.9130 2.4983  -0.005
70 H 2.0933 1.6579 3.8890  0.248
71 H 1.5700 3.6743 2.5607  0.805
72 H 3.0836 2.2878 0.2894  0.058
73 H 3.5341 3.7766 1.1204  0.513
74 H 2.1046 3.7489 0.0917  0.269
75 H -2.2368 2.6494 2.7927  0.582
76 H 0.2819 3.3736 4.3863  0.239
77 H -1.3626 3.8312 4.8161  0.428
78 H -0.6275 4.4812 3.3517  0.336
79 H -0.5397 1.0903 4.7822  0.264
80 H -1.6264 0.2685 3.6542  0.044
81 H -2.2715 1.3973 4.8549  0.506
82 H 0.0341 3.3981 -0.7217  -0.058
83 H -1.3732 5.0599 1.4245  0.354
84 H -0.7356 5.6300 -0.1124  0.481
85 H 0.3763 5.0973 1.1443  0.403
86 H -2.8233 3.2588 0.3663  0.284
87 H -2.1168 2.1987 -0.8644  -0.031
88 H -2.3544 3.9257 -1.1973  0.518
89 C 1.1973 -1.6540 4.8716  -1.250
90 C 1.5914 -1.5252 3.4303  0.512
91 C 2.8119 -2.2895 3.0125  -1.019
92 O 0.9489 -0.8527 2.6424  1.072
93 H 2.0691 -1.7162 5.5209  0.423
94 H 0.6352 -2.5884 4.9743  0.288
95 H 0.5468 -0.8398 5.1778  0.062
96 H 3.6895 -1.8893 3.5257  0.403
97 H 2.9618 -2.2343 1.9356  -0.112
98 H 2.7120 -3.3322 3.3200  0.433

Atomic forces in eV per Å
In -0.069 0.060 0.346
Br 0.080 -0.266 -0.266
C -0.139 -0.009 0.027
C -0.172 0.002 0.045
C 0.154 0.056 0.023
C 0.018 -0.079 -0.075
C -0.266 0.007 0.057
C 0.076 0.052 0.028
C 0.076 -0.008 -0.010
C -0.118 -0.070 -0.065
C -0.819 0.458 0.269
C 0.241 0.024 -0.104
H 0.001 0.002 0.024
H -0.003 0.010 -0.015
H -0.007 -0.006 -0.004
H 0.000 0.006 0.014
H 0.009 -0.011 -0.009
H 0.119 0.022 -0.006
C -0.180 -0.013 0.141
P 0.056 0.055 -0.033
C 0.078 -0.137 0.154
C -0.176 -0.021 0.092
C -0.067 -0.033 -0.001
C 0.057 -0.027 -0.071
C -0.039 -0.032 -0.048
C 0.002 -0.005 0.093
C 0.240 0.157 -0.092
P 0.001 -0.298 -0.396
C 0.188 0.102 0.326
C 0.165 0.030 -0.037
H 0.007 -0.027 0.031
H 0.007 0.004 -0.015
H 0.091 -0.036 -0.019
H -0.003 0.061 -0.035
H -0.034 0.025 0.007
H -0.012 0.020 0.009
H -0.018 0.007 0.015
H -0.004 -0.012 0.004
H 0.002 -0.005 0.013
H 0.044 0.009 -0.069
H 0.014 -0.023 -0.017
H 0.001 -0.002 0.023
H -0.031 0.035 -0.014
H -0.065 0.024 0.083
H 0.012 0.016 0.063
H -0.048 0.003 0.012
Cl 0.350 -0.143 0.201
C -0.347 0.412 -0.138
C 0.276 0.068 -0.158
C 0.395 -0.502 0.033
Cl -0.197 0.254 -0.384
C -0.030 0.078 0.025
Cl -0.023 -0.032 0.041
C -0.125 -0.039 0.099
Cl 0.020 0.003 -0.017
C 0.123 -0.158 0.020
Cl -0.055 0.013 0.013
C -0.003 0.104 0.036
C -0.205 -0.353 -0.160
C -0.123 0.045 0.087
Sb 0.083 0.797 -0.125
C 0.228 -0.168 -0.158
C -0.003 -0.023 -0.065
C -0.041 0.014 -0.091
C 0.011 -0.239 0.180
C 0.083 -0.044 0.009
C 0.121 -0.041 -0.012
H -0.014 0.015 0.017
H 0.022 0.001 0.045
H 0.026 -0.051 -0.011
H -0.068 -0.020 -0.023
H 0.014 0.022 -0.062
H 0.036 -0.028 -0.026
H 0.066 -0.002 -0.022
H 0.048 0.012 -0.035
H -0.017 0.019 0.035
H 0.006 0.003 0.002
H 0.029 0.019 0.042
H 0.033 -0.070 -0.012
H 0.039 0.008 0.090
H 0.011 -0.007 0.020
H -0.007 -0.066 -0.008
H 0.011 0.022 0.012
H -0.025 -0.002 0.010
H -0.030 0.039 0.014
H -0.023 0.005 -0.013
H -0.063 0.022 -0.027
H -0.025 -0.011 -0.006
C -0.184 0.040 -0.008
C 0.158 -0.067 -0.027
C 0.009 -0.075 -0.215
O -0.071 -0.003 0.174
H 0.001 -0.033 0.006
H 0.056 -0.026 0.014
H -0.006 0.038 -0.025
H -0.022 0.027 0.034
H -0.031 0.009 0.034
H 0.016 -0.005 0.032



# 4
A molecular structure, C6H15BCsF4NO2. Source: OMol25; level of theory: the ωB97M-V functional and the def2-TZVPD basis.

Computed properties:
- Frontier orbital gap: 0.356 Eh
- Relative energy (zero: lowest compared OMol25 entry of this formula, charge and spin): 0.0 kcal/mol
- Electronic energy: -24151.3760 eV
- Multiplicity: 1

Last column: Mulliken charge in e.
Geometry (Å):
1 Cs -1.0728 -1.0846 -1.0321  1.134
2 B -0.6991 -0.9591 -4.4966  0.444
3 F 0.6635 -1.0227 -4.1241  -0.324
4 F -1.3663 -2.0208 -3.7824  -0.421
5 F -1.2293 0.2575 -3.9826  -0.397
6 F -0.9018 -1.0911 -5.8385  -0.326
7 C -3.2244 1.9245 0.5372  -0.823
8 O -2.2295 1.0544 1.0408  -0.192
9 C -1.5686 1.6061 2.1598  -0.642
10 C -0.4858 0.6633 2.6179  -0.803
11 N 0.4574 0.3714 1.5345  -0.076
12 C 1.4756 -0.6093 1.8835  -0.695
13 C 2.4329 -0.8390 0.7316  -0.665
14 O 1.7366 -1.3473 -0.3875  -0.295
15 C 2.5717 -1.5673 -1.5106  -0.786
16 H -3.7873 1.3794 -0.2170  0.249
17 H -2.7757 2.8255 0.1076  0.330
18 H -3.9220 2.2294 1.3279  0.315
19 H -2.2814 1.7773 2.9802  0.404
20 H -1.1726 2.6040 1.9075  0.387
21 H -0.9621 -0.2791 2.9070  0.339
22 H 0.0167 1.0636 3.5070  0.369
23 H 0.8614 1.2399 1.2006  0.180
24 H 0.9276 -1.5256 2.1172  0.363
25 H 2.0940 -0.3130 2.7458  0.332
26 H 3.2081 -1.5440 1.0531  0.388
27 H 2.8980 0.1192 0.4594  0.346
28 H 1.9370 -1.9809 -2.2902  0.241
29 H 3.3664 -2.2793 -1.2616  0.313
30 H 3.0317 -0.6524 -1.8954  0.310

Atomic forces in eV per Å
Cs -0.196 0.144 -0.365
B -0.123 -0.087 0.686
F 0.009 0.004 -0.034
F 0.010 0.023 0.008
F 0.014 -0.070 0.052
F 0.067 0.063 -0.254
C -0.149 0.024 0.175
O -0.077 -0.032 0.066
C -0.101 0.393 0.092
C 0.271 -0.381 -0.388
N -0.299 0.196 0.123
C -0.118 0.295 -0.262
C -0.261 0.038 -0.028
O 0.153 0.114 0.285
C 0.097 -0.339 -0.195
H 0.061 0.072 -0.106
H -0.025 -0.035 -0.078
H 0.059 -0.043 -0.024
H 0.018 -0.115 -0.047
H 0.143 -0.161 -0.084
H 0.064 0.000 0.040
H -0.096 0.092 0.088
H 0.170 -0.054 0.025
H 0.283 -0.148 0.141
H -0.174 -0.105 0.103
H 0.092 0.065 -0.090
H 0.164 -0.078 0.038
H 0.091 0.016 -0.121
H -0.028 -0.004 -0.013
H -0.119 0.115 0.167